Record 1
Density functional theory data (wB97M-V/def2-TZVPD) for a 2-piece molecular cluster, C10H16 overall.

LUMO level (alpha / beta): 3.8 / 3.8 eV
Energy relative to the best compared isomer or geometry (same formula, charge and spin): 272.22 kJ/mol
Maximum force: 0.1214 hartree/bohr
Molar mass: 136.24 g mol⁻¹
Gap between HOMO and LUMO (alpha / beta): 0.1157 / 0.2520 Ha
Spin multiplicity: 2
Total charge: -1
HOMO energy (alpha / beta): 0.651 / -3.094 eV
E_tot: -390.4795 hartree

The geometry in XYZ format:
```
26
Properties=species:S:1:pos:R:3:lowdin_charge:R:1
C -1.15962 -1.45407 -1.91552 -0.178
C -0.57617 -1.67837 -3.31933 -0.178
H -1.74531 -0.56360 -1.69693 0.051
H -1.73804 -2.33569 -1.85387 0.017
H -0.37897 -1.57790 -0.97773 0.123
H -1.29462 -1.72967 -4.01012 -0.007
H 0.05463 -0.73921 -3.57518 0.086
H 0.08738 -2.54226 -3.37833 0.062
C -0.67571 2.09376 1.84563 -0.237
C -1.87140 1.26500 2.07561 -0.151
C 0.49374 1.17734 1.16028 -0.306
C 0.90418 0.17883 1.97369 -0.146
C 0.75142 1.18660 -0.24096 -0.140
C 2.00197 -0.74828 1.53918 -0.192
C 1.76661 0.22394 -0.67598 -0.182
C 2.38307 -0.68587 0.25228 -0.226
H -0.64917 2.98753 1.03918 0.121
H -0.12038 2.55408 2.77968 0.115
H -1.59108 0.30576 2.47974 0.064
H 0.43739 0.17273 2.90449 0.044
H 0.15437 1.66325 -0.86676 0.003
H 2.59525 -1.26380 2.26889 0.041
H 1.87319 0.23026 -1.69752 0.014
H 3.18508 -1.51734 -0.04962 0.109
H -2.29765 0.96180 1.23535 0.016
H -2.59015 1.83519 2.70383 0.077
```

=====

Record 2
Density functional theory data (wB97M-V/def2-TZVPD) for a 2-piece molecular cluster, C10H16 overall.

LUMO level (alpha / beta): 3.6 / 3.5 eV
Energy relative to the best compared isomer or geometry (same formula, charge and spin): 25.58 kJ/mol
Maximum force: 0.0216 hartree/bohr
Molar mass: 136.24 g mol⁻¹
Gap between HOMO and LUMO (alpha / beta): 0.0906 / 0.2826 Ha
Spin multiplicity: 2
Total charge: -1
HOMO energy (alpha / beta): 1.154 / -4.153 eV
E_tot: -390.5735 hartree

The geometry in XYZ format:
```
26
Properties=species:S:1:pos:R:3:lowdin_charge:R:1
C 0.45972 -0.95142 -1.48353 -0.288
C 0.58060 -2.47526 -1.51059 -0.162
C -0.91098 -0.42669 -1.13933 -0.287
C -1.90547 -0.29569 -2.11886 -0.132
C -1.16564 0.10813 0.17963 -0.098
C -3.11175 0.31466 -1.84985 -0.161
C -2.34662 0.79387 0.41656 -0.190
C -3.34990 0.85986 -0.54028 -0.185
H 1.13585 -0.52502 -0.73463 0.075
H 0.76370 -0.51019 -2.43913 0.078
H 0.75810 -2.87550 -0.51256 0.051
H -1.59503 -0.68805 -3.08365 0.086
H -0.40070 -0.01719 0.93965 0.063
H -3.86663 0.43343 -2.61344 0.062
H -2.50796 1.32416 1.35085 0.074
H -4.24267 1.46330 -0.41485 0.058
H 1.43451 -2.82268 -2.11304 0.042
H -0.33098 -2.90261 -1.90797 0.055
C 2.86489 1.49267 3.05200 -0.208
C 2.27980 0.79938 1.84595 -0.238
H 2.77910 2.58248 3.00586 0.058
H 2.38394 1.18996 3.97964 0.050
H 3.90514 1.21109 3.21272 0.051
H 2.08602 -0.26405 1.97494 0.058
H 2.95400 0.94449 0.99841 0.053
H 1.34895 1.23686 1.50553 0.037
```

=====

Record 3
Density functional theory data (wB97M-V/def2-TZVPD) for a 2-piece molecular cluster, C10H16 overall.

LUMO level: 1.0 eV
Energy relative to the best compared isomer or geometry (same formula, charge and spin): 92.72 kJ/mol
Maximum force: 0.0396 hartree/bohr
Molar mass: 136.24 g mol⁻¹
Gap between HOMO and LUMO: 0.3682 Ha
Total charge: 0
HOMO energy: -8.980 eV
Structure (SMILES): Cc1ccccc1.CCC
E_tot: -390.6006 hartree

The geometry in XYZ format:
```
26
Properties=species:S:1:pos:R:3:lowdin_charge:R:1
C 2.33035 1.72439 1.99688 -0.050
C 1.62172 0.43831 1.64657 -0.286
C 1.17766 -0.44604 2.63217 -0.057
C 0.30383 -1.47260 2.32374 -0.084
C -0.13961 -1.60950 1.00954 -0.096
C 0.32551 -0.77958 0.01763 -0.089
C 1.31851 0.17027 0.32863 -0.047
H 1.55355 2.48799 2.04655 0.084
H 3.05598 2.01194 1.24341 0.075
H 2.75351 1.68781 2.99683 0.072
H 1.58058 -0.42906 3.63691 0.108
H 0.14014 -2.22610 3.05714 0.093
H -0.88600 -2.33361 0.69868 0.100
H 0.07325 -0.84436 -1.02243 0.064
H 1.61366 0.82944 -0.48003 0.110
C -0.73130 0.64350 -3.13666 -0.105
C -2.26460 0.61883 -3.14554 -0.309
C -2.97120 -0.01517 -1.94674 -0.128
H -0.38629 1.61848 -3.47048 0.068
H -0.31699 -0.09225 -3.83376 0.073
H -0.34772 0.30425 -2.17460 0.016
H -2.62643 1.64524 -3.24620 0.094
H -2.65693 0.14722 -4.04520 0.095
H -3.15841 0.46317 -0.99511 0.065
H -4.01093 -0.08428 -2.30343 0.066
H -2.63559 -1.04422 -1.80054 0.067
```